No. 1
Molecular formula: C4H5NO
Method: DFT, wB97M-V/def2-TZVPD

Each line ends with the Mulliken charge.
Element x y z (Å)
C1 1.154421 0.478882 -0.314077  -1.00
C2 -0.253789 0.535000 0.188982  0.35
N1 -1.072515 1.065056 0.972305  -0.50
C3 -1.396968 -0.402974 0.447768  0.09
C4 -2.459494 -0.598177 -0.478714  -0.12
O1 -3.020407 -1.665652 -0.731393  -0.51
H1 1.662270 0.199593 0.523110  0.31
H2 1.528422 1.453981 -0.528601  0.35
H3 1.278092 -0.255389 -1.060418  0.32
H4 -1.171414 -1.268690 1.116139  0.31
H5 -2.813549 0.203926 -1.100736  0.40

Atoms 1-6, force components in eV/Å:
C -2.4 1.4 -0.3
C -1.0 -0.8 0.3
N 0.5 -0.9 -0.8
C 2.1 0.1 1.5
C -1.9 -1.9 -1.9
O 1.0 0.8 1.0

Computed properties:
2S+1 ... 1
Electronic energy ... -7763.9880 eV
E_HOMO ... -9.809 eV
Total charge ... 0
Relative energy (zero: lowest compared OMol25 entry of this formula, charge and spin) ... 58.5 kcal per mole
SMILES ... CC1=N[C@H]1C=O
Maximum force ... 3.280 eV Å⁻¹
Orbital gap ... 10.4945 eV


No. 2
Molecular formula: C5H12N2
Method: DFT, wB97M-V/def2-TZVPD

Each line ends with the Mulliken charge.
Element x y z (Å)
C1 -1.838114 0.674047 0.362725  -0.97
C2 -1.803053 -0.628670 -0.554361  -0.57
C3 -0.376607 -1.165753 -0.599446  -0.85
C4 0.753882 -0.617290 -0.008482  -0.28
N1 2.076782 -0.643689 -0.636678  0.16
C5 2.946925 0.681380 -0.299448  -2.98
N2 -1.977211 0.399912 1.736648  -0.62
H1 -0.953379 1.303690 0.117070  0.14
H2 -2.692206 1.243789 -0.077983  0.34
H3 -2.496743 -1.379034 -0.073126  0.32
H4 -2.208971 -0.436846 -1.575274  0.42
H5 -0.196820 -2.123588 -1.182576  0.24
H6 0.752079 -0.010637 0.776236  0.62
H7 1.929378 -0.816600 -1.659761  0.32
H8 3.968489 0.244679 -0.244056  0.80
H9 2.840791 1.440390 -1.121112  0.51
H10 2.691842 1.100157 0.686653  0.69
H11 -1.777974 1.230821 2.230455  0.51
H12 -1.639084 -0.496750 2.122521  0.20

Atoms 1-6, force components in eV/Å:
C -0.3 -0.5 -3.5
C 0.4 0.0 2.2
C 1.6 -0.9 0.2
C 0.0 -2.2 -5.8
N -1.1 1.1 0.9
C -0.5 -2.6 -1.3

Computed properties:
2S+1 ... 2
Electronic energy ... -8355.7232 eV
E_HOMO (alpha / beta) ... 1.366 / -4.080 eV
Total charge ... -1
Expectation value of S² ... 0.7503
Relative energy (zero: lowest compared OMol25 entry of this formula, charge and spin) ... 59.6 kcal per mole
Maximum force ... 6.183 eV Å⁻¹
Orbital gap (alpha / beta) ... 2.6049 / 8.0059 eV


No. 3
Molecular formula: H24O12
Method: DFT, wB97M-V/def2-TZVPD

Each line ends with the Mulliken charge.
Element x y z (Å)
O1 -0.043555 0.795297 0.665062  -0.56
H1 -0.198729 1.757180 0.588052  0.30
H2 0.100940 0.539209 -0.307475  0.22
O2 2.590675 4.190218 -0.228429  -0.61
H3 2.415279 5.063880 0.030924  0.30
H4 3.572046 3.976514 -0.136008  0.32
O3 -2.786117 -3.101488 -1.865308  -0.62
H5 -2.720594 -3.535592 -2.737146  0.32
H6 -1.804781 -3.242682 -1.673728  0.29
O4 -1.217135 -0.012817 3.074229  -0.55
H7 -2.068565 0.285372 3.451555  0.29
H8 -0.976181 0.473763 2.349520  0.35
O5 -4.236478 0.921816 1.603640  -0.62
H9 -4.726023 1.693107 1.389576  0.30
H10 -3.288950 1.052437 1.502202  0.30
O6 0.216567 -0.555592 -1.933834  -0.66
H11 -0.553579 -0.557280 -2.462390  0.36
H12 -0.078113 -1.114043 -1.113648  0.26
O7 3.077535 -2.112072 -1.775099  -0.60
H13 3.441734 -2.889060 -2.178252  0.29
H14 2.928699 -2.204198 -0.773780  0.29
O8 3.154274 0.508630 1.898990  -0.66
H15 3.846525 -0.086619 2.202178  0.28
H16 3.094589 0.169127 0.948712  0.39
O9 -0.910384 -1.828343 2.243302  -0.55
H17 -1.749162 -2.193789 2.319864  0.29
H18 -0.597399 -1.960283 1.336012  0.23
O10 -0.353781 2.138374 -2.363824  -0.52
H19 -0.628329 2.827133 -3.026676  0.27
H20 -0.262020 1.328983 -2.767246  0.25
O11 -2.730442 1.678058 -1.254459  -0.57
H21 -1.994596 1.125067 -0.915558  0.27
H22 -3.400422 1.019881 -1.449956  0.32
O12 3.343447 -2.029707 0.960180  -0.64
H23 2.559063 -2.579931 0.776265  0.36
H24 2.983959 -1.540565 1.622554  0.31

Atoms 1-6, force components in eV/Å:
O -0.1 0.2 -2.3
H 0.3 -0.5 0.1
H -0.1 0.8 1.8
O 2.0 -2.7 -0.6
H 0.1 1.8 0.6
H -2.2 0.9 0.0

Computed properties:
2S+1 ... 1
Electronic energy ... -24955.9308 eV
E_HOMO ... -8.914 eV
Total charge ... 0
Relative energy (zero: lowest compared OMol25 entry of this formula, charge and spin) ... 132.9 kcal per mole
SMILES ... O.O.O.O.O.O.O.O.O.O.O.O
Maximum force ... 6.212 eV Å⁻¹
Orbital gap ... 8.5307 eV


No. 4
Molecular formula: C9H14O
Method: DFT, wB97M-V/def2-TZVPD

Each line ends with the Mulliken charge.
Element x y z (Å)
C1 -0.118769 0.554013 -2.470019  -1.39
C2 -0.575892 0.692979 -1.059023  0.52
C3 0.395864 0.695854 -0.072815  -0.39
C4 0.066180 0.685409 1.262008  -0.73
C5 -1.287949 0.689654 1.622784  0.78
O1 -1.447310 0.681055 2.983618  -0.50
C6 -2.301282 0.694560 0.664281  -0.65
C7 -1.907873 0.854320 -0.651088  -0.56
H1 0.925427 0.782224 -2.657764  0.33
H2 -0.656179 0.967267 -3.328165  0.39
H3 -0.294411 -0.516312 -2.703410  0.27
H4 1.460203 0.687371 -0.298147  0.57
H5 0.750462 0.665607 2.099350  0.39
H6 -2.340487 0.728288 3.285515  0.30
H7 -3.301470 0.963503 0.983257  0.29
H8 -2.699218 0.900013 -1.401886  0.36
C8 2.586295 -2.897257 -1.028810  -0.96
C9 3.226826 -1.501738 -0.671334  -0.20
H9 2.356751 -2.874279 -2.092689  0.24
H10 3.202831 -3.785529 -0.871296  0.33
H11 1.697379 -3.032530 -0.413426  0.29
H12 3.827514 -1.705289 0.201774  0.34
H13 2.405575 -0.963075 -0.210584  -0.33
H14 3.624266 -1.024348 -1.556946  0.31

Atoms 1-6, force components in eV/Å:
C -0.6 -1.5 -1.3
C -0.3 1.4 0.1
C 0.7 -0.2 0.6
C -1.3 -0.1 0.3
C 0.7 -0.4 0.3
O 0.6 -0.1 -0.1

Computed properties:
2S+1 ... 1
Electronic energy ... -11606.6371 eV
E_HOMO ... -8.244 eV
Total charge ... 0
Relative energy (zero: lowest compared OMol25 entry of this formula, charge and spin) ... 23.1 kcal per mole
SMILES ... Cc1ccc(O)cc1.CC
Maximum force ... 2.758 eV Å⁻¹
Orbital gap ... 9.1147 eV


Q: Which of these has the lowest relative energy (zero: lowest compared OMol25 entry of this formula, charge and spin)?
A: C9H14O